Computed, not measured: C5H6O as an isolated structure, with ωB97M-V/def2-TZVPD.

Geometry (Å):
C 0.943 0.088 1.437
C 0.647 0.645 0.037
C 0.215 -0.243 -1.023
C -0.306 -0.892 -1.943
C -1.686 -0.739 -1.340
O -2.030 -1.090 -0.235
H 0.041 -0.183 1.995
H 1.593 -0.788 1.383
H 1.469 0.868 2.000
H 1.557 1.036 -0.421
H -0.069 1.480 0.103
H -2.373 -0.181 -1.993

Its HOMO-LUMO gap is 0.388 hartree. As for the relative energy (zero: lowest compared OMol25 entry of this formula, charge and spin): 3.4153 eV. As for the net charge: 0. The calculation puts the HOMO energy at -9.99 eV. The value obtained for the lowest unoccupied orbital energy is 0.58 eV. Its spin multiplicity is 1. The energy comes out at -269.220729 a.u.